Record 1
68
Properties=species:S:1:pos:R:3 method="wB97M-V/def2-TZVPD" homo_ev="-9.274 / -9.276" largest_force_ev_per_a=1.3 gap_ev="3.166 / 3.169" e_tot_ev=-71138.157 charge=+1
Ru -0.010 0.937 -0.297
C -2.367 0.862 1.814
N -1.081 1.541 1.570
C -0.370 1.736 2.849
C -0.075 0.453 3.580
N 0.716 -0.420 2.763
C 0.953 -1.659 3.187
C 1.844 -2.455 2.404
F 2.414 -1.907 1.347
C 2.147 -3.761 2.700
F 2.977 -4.456 1.928
C 1.586 -4.362 3.819
F 1.874 -5.616 4.111
C 0.722 -3.636 4.635
F 0.193 -4.221 5.702
C 0.415 -2.332 4.331
F -0.429 -1.698 5.147
C -1.310 2.877 0.987
C -2.128 2.780 -0.295
N -1.676 1.587 -1.019
C -2.304 1.303 -2.236
C -2.679 -0.015 -2.514
F -2.519 -0.957 -1.582
C -3.273 -0.388 -3.705
F -3.612 -1.654 -3.908
C -3.550 0.569 -4.668
F -4.119 0.225 -5.809
C -3.228 1.894 -4.416
F -3.468 2.823 -5.331
C -2.624 2.244 -3.223
F -2.284 3.532 -3.075
H -2.996 1.461 2.481
H -2.182 -0.104 2.276
H -2.883 0.691 0.874
H -1.001 2.362 3.494
H 0.544 2.294 2.653
H -1.016 0.000 3.908
H 0.454 0.707 4.508
H -0.322 3.317 0.792
H -1.812 3.533 1.709
H -1.972 3.697 -0.862
H -3.200 2.719 -0.079
C 4.116 0.948 0.967
C 2.798 1.352 1.139
N 2.017 0.796 0.205
N 2.816 0.022 -0.564
C 4.077 0.100 -0.124
B 2.240 -0.813 -1.728
N 1.647 0.198 -2.713
C 1.871 0.469 -4.003
C 1.179 1.622 -4.333
C 0.541 1.996 -3.155
N 0.833 1.127 -2.184
N 1.064 -1.654 -1.172
C 0.904 -2.978 -1.067
C -0.212 -3.237 -0.288
C -0.685 -1.982 0.071
N 0.083 -1.038 -0.482
H 4.973 1.229 1.551
H 2.385 2.010 1.881
H 4.855 -0.461 -0.612
H 3.083 -1.496 -2.221
H 2.527 -0.155 -4.584
H 1.164 2.127 -5.281
H -0.071 2.857 -2.955
H 1.605 -3.642 -1.543
H -0.619 -4.196 -0.022
H -1.538 -1.706 0.666

---

Record 2
52
Properties=species:S:1:pos:R:3 method="wB97M-V/def2-TZVPD" homo_ev=-4.356 largest_force_ev_per_a=0.8 gap_ev=7.011 e_tot_ev=-116179.909 charge=-1
Mg -0.571 0.145 0.469
O 1.120 -0.606 4.003
C 1.389 -0.199 2.882
O 0.583 0.168 1.963
C 2.854 -0.090 2.456
C 3.809 -0.130 3.472
C 5.159 -0.042 3.190
C 5.580 0.066 1.869
C 4.644 0.086 0.851
C 3.272 0.019 1.121
P 2.138 0.015 -0.363
C 2.839 -1.495 -1.155
C 2.628 -2.638 -0.373
C 2.978 -3.897 -0.827
C 3.547 -4.050 -2.087
C 3.769 -2.929 -2.869
C 3.418 -1.663 -2.409
C 2.712 1.561 -1.171
C 2.633 2.673 -0.324
C 2.929 3.943 -0.787
C 3.294 4.136 -2.114
C 3.338 3.049 -2.972
C 3.040 1.772 -2.507
H 3.449 -0.233 4.488
H 5.886 -0.063 3.994
H 6.636 0.127 1.633
H 4.977 0.159 -0.179
H 2.172 -2.534 0.608
H 2.797 -4.764 -0.202
H 3.811 -5.034 -2.453
H 4.215 -3.033 -3.852
H 3.606 -0.820 -3.050
H 2.323 2.539 0.707
H 2.856 4.788 -0.112
H 3.517 5.130 -2.481
H 3.591 3.190 -4.016
H 3.036 0.961 -3.215
C -1.549 -1.481 -0.555
C -1.343 -1.106 -1.977
C -2.115 -0.109 -2.604
C -1.868 0.297 -3.907
C -0.840 -0.273 -4.652
C -0.072 -1.268 -4.061
C -0.321 -1.676 -2.756
H -1.103 -2.454 -0.326
H -2.608 -1.505 -0.289
H -2.896 0.377 -2.032
H -2.477 1.082 -4.341
H -0.643 0.053 -5.667
H 0.729 -1.740 -4.621
H 0.276 -2.472 -2.326
Br -1.388 2.424 0.168

---

Record 3
59
Properties=species:S:1:pos:R:3 method="wB97M-V/def2-TZVPD" homo_ev="-3.933 / -4.874" largest_force_ev_per_a=0.5 gap_ev="6.030 / 6.970" e_tot_ev=-103121.313 spin_multiplicity=6 charge=-1
Mn 0.817 0.599 -0.509
N -0.025 -1.351 0.597
C -0.685 -1.472 1.872
C -1.127 -2.748 2.225
C -1.872 -2.985 3.364
C -2.222 -1.898 4.150
C -1.769 -0.637 3.811
C -0.941 -0.370 2.704
C -0.445 1.037 2.524
C -0.370 1.812 3.698
C -0.090 3.164 3.654
C 0.132 3.764 2.421
C 0.160 2.974 1.285
C -0.093 1.588 1.275
H -0.772 -1.312 -0.098
H 0.504 -2.194 0.400
H -0.889 -3.568 1.555
H -2.203 -3.987 3.607
H -2.850 -2.025 5.023
H -2.083 0.195 4.426
H -0.499 1.350 4.669
H -0.030 3.736 4.573
H 0.337 4.828 2.358
H 0.444 3.455 0.352
Cl 5.542 -2.483 -4.980
C 4.177 -1.644 -4.285
C 3.367 -0.895 -5.086
C 2.264 -0.208 -4.556
I 1.076 0.917 -5.843
C 1.925 -0.240 -3.205
O 0.929 0.363 -2.684
C 2.799 -1.057 -2.374
N 2.474 -1.117 -1.063
C 3.222 -1.807 -0.241
C 4.363 -2.513 -0.662
C 4.702 -2.483 -1.985
C 3.916 -1.743 -2.895
H 3.577 -0.826 -6.145
H 2.931 -1.799 0.805
H 4.953 -3.061 0.059
H 5.571 -3.012 -2.352
O 4.526 3.135 -0.582
C 3.529 2.469 -0.562
N 2.544 1.812 -0.542
C -4.900 0.691 1.375
C -4.895 -0.019 0.020
C -3.701 0.378 -0.788
N -2.526 -0.094 -0.575
N -1.552 0.472 -1.345
C -2.009 1.365 -2.173
N -1.205 2.074 -3.009
S -3.723 1.608 -2.018
H -5.756 0.378 1.974
H -4.946 1.773 1.249
H -3.987 0.457 1.922
H -5.811 0.194 -0.535
H -4.845 -1.099 0.165
H -0.318 1.590 -3.192
H -1.639 2.468 -3.827

---

Record 4
53
Properties=species:S:1:pos:R:3 method="wB97M-V/def2-TZVPD" homo_ev=-9.380 largest_force_ev_per_a=0.4 gap_ev=7.931 e_tot_ev=-55557.572 charge=0
H -2.178 0.800 0.728
N -2.032 1.669 1.248
C -2.007 1.450 2.492
C -2.225 0.110 3.165
C -1.398 -1.007 2.582
C -0.056 -0.795 2.281
C 0.721 -1.802 1.733
C 0.165 -3.058 1.500
C -1.158 -3.310 1.819
C -1.927 -2.281 2.345
Cl -3.581 -2.632 2.713
C 1.031 -4.119 0.917
O 0.874 -5.297 1.126
C 2.152 -3.624 0.049
C 2.642 -4.543 -1.036
C 1.529 -4.764 -2.045
O 0.725 -5.627 -2.036
I 1.437 -3.219 -3.571
C 2.688 -2.424 0.291
C 2.152 -1.570 1.389
O 2.830 -0.747 1.957
H -1.847 2.314 3.137
H -2.022 0.207 4.233
H -3.288 -0.118 3.069
H 0.399 0.171 2.460
H -1.563 -4.298 1.649
H 2.909 -5.520 -0.630
H 3.481 -4.078 -1.546
H 3.523 -2.048 -0.287
C -6.293 4.820 3.626
C -5.904 3.915 2.647
C -4.595 3.914 2.184
C -3.677 4.819 2.698
C -4.067 5.725 3.675
C -5.375 5.725 4.140
H -7.313 4.819 3.989
H -6.621 3.211 2.245
H -4.284 3.212 1.422
H -2.658 4.818 2.331
H -3.352 6.434 4.073
H -5.679 6.431 4.901
C 3.615 0.999 -6.250
C 3.338 -0.186 -5.583
C 4.376 -0.992 -5.137
C 5.692 -0.613 -5.360
C 5.970 0.571 -6.028
C 4.931 1.377 -6.473
H 2.805 1.628 -6.595
H 2.310 -0.480 -5.410
H 4.157 -1.915 -4.616
H 6.503 -1.240 -5.011
H 6.997 0.867 -6.203
H 5.148 2.301 -6.994

---

Calculated values (eV) of ΔE to the lowest compared entry with this formula, charge and spin for the records, taken in order: 0.000 0.066 1.260 0.000.